# 1
DFT (ωB97M-V/def2-TZVPD) results for a molecular structure, C22H57Cu2O21S6 in a non-equilibrium geometry.

Results
Total charge: +1
E_LUMO (spin up / spin down) in eV: -2.61 / -4.93
Gap between HOMO and LUMO (spin up / spin down) in eV: 8.661 / 5.457
Spin multiplicity: 3

```
108
Properties=species:S:1:pos:R:3:forces:R:3
Cu 1.83967 -7.04933 13.51871 1.6 -0.9 -0.3
Cu 5.25353 -4.67975 14.38976 -0.7 -1.2 0.4
C 4.24530 -10.27626 13.73140 -1.0 0.9 0.4
C 3.47462 -10.02037 12.43152 -1.0 0.9 1.1
O 2.79732 -8.74252 12.37702 0.3 -0.3 0.1
H 4.50858 -11.33320 13.77226 0.9 0.3 -0.1
H 3.60666 -10.13957 14.60408 -0.8 -0.2 -0.1
H 4.94151 -9.47015 13.96287 1.0 -0.6 -0.6
H 2.76585 -10.84582 12.36541 -0.5 0.0 -0.1
H 4.11566 -10.15272 11.55995 0.3 0.5 -0.1
O 5.30607 -4.30281 16.55021 -2.0 -1.6 -0.6
C 4.10276 -4.95665 16.97273 0.1 -0.8 -0.7
C 3.36856 -6.14469 16.15056 1.5 0.2 -1.3
O 3.48635 -6.11016 14.73486 -0.5 1.1 0.9
H 3.38625 -4.14002 17.06125 -0.2 0.6 -0.4
H 4.11762 -5.30820 18.00437 0.8 0.1 0.3
H 2.37687 -6.18554 16.60108 -0.8 0.7 -0.4
H 3.72339 -7.13178 16.44698 0.9 0.0 0.5
O 1.22479 -8.03380 7.11013 0.7 -1.4 -1.1
S 1.86941 -9.31699 7.25948 0.4 -0.8 3.2
O 1.14375 -10.59747 7.19787 1.0 2.1 -1.0
O 3.28593 -9.35468 6.43893 -2.8 1.3 0.1
C 3.95101 -10.58286 6.40163 1.1 -1.2 -0.4
C 5.41725 -10.23822 6.24559 1.0 -0.1 0.6
C 2.51151 -9.34029 9.01053 -0.8 -0.4 -1.0
H 3.60747 -11.22818 5.59315 -0.2 0.3 -0.2
H 3.78697 -11.16817 7.30640 0.0 0.2 0.2
H 5.85656 -10.20725 5.24852 -0.5 -0.2 -0.1
H 5.99907 -10.93005 6.85465 0.2 -0.2 -0.2
H 5.64499 -9.26238 6.67451 -0.3 0.1 0.1
H 1.65861 -8.97198 9.58062 0.1 0.3 0.0
H 3.40817 -8.74961 9.19816 -0.3 -0.1 -0.3
H 2.62068 -10.39430 9.26597 0.3 0.1 0.0
O 7.27250 -7.56880 11.92164 -1.7 3.9 -1.1
S 6.48491 -6.39023 11.45224 -0.1 -2.2 -0.1
O 5.64754 -5.61642 12.41262 1.6 -0.6 -1.2
O 7.45615 -5.33926 10.58247 -0.7 -4.0 1.6
C 6.90687 -4.18988 10.04700 -0.3 3.2 1.1
C 7.92651 -3.13278 10.56455 0.0 0.3 -1.0
C 5.38657 -6.96278 10.07479 0.5 0.8 0.8
H 5.92811 -3.92890 10.44951 -0.2 -0.3 0.6
H 6.68964 -4.19303 8.97887 0.9 -0.4 -0.2
H 7.58979 -2.09638 10.58873 -0.3 -0.1 -0.2
H 8.80218 -3.16267 9.91616 0.1 0.0 0.1
H 8.26804 -3.38381 11.56876 -0.3 -0.2 -0.1
H 4.98508 -6.03979 9.65648 0.0 -0.1 -0.2
H 4.55357 -7.56780 10.43279 0.2 0.1 0.5
H 6.00383 -7.50657 9.35967 0.1 0.2 0.2
O -0.11736 -7.69639 12.66212 -0.4 0.6 -1.2
S -0.99245 -8.63217 12.02485 0.7 -3.9 -2.1
O -2.31854 -8.78604 12.51653 -0.6 0.7 -0.1
O -1.00585 -8.47669 10.31750 0.5 0.2 2.1
C -1.75876 -9.46157 9.53231 -1.1 -0.7 0.1
C -1.99299 -8.96643 8.10321 -0.3 0.1 0.7
C -0.20282 -10.29500 12.14820 -0.3 1.0 -0.1
H -2.67966 -9.69850 10.06515 -0.4 0.7 0.0
H -1.34409 -10.46679 9.45695 1.2 0.2 0.3
H -1.13525 -9.18027 7.46552 0.0 0.6 0.1
H -2.32651 -7.92982 8.15104 0.5 0.2 -0.3
H -2.83319 -9.49177 7.64913 -0.1 -0.3 0.3
H 0.05189 -10.39753 13.20305 0.2 0.0 -0.2
H 0.65940 -10.31677 11.48172 0.0 0.1 0.3
H -0.90539 -11.08595 11.88571 -0.2 0.3 -0.1
O -0.92556 -9.98480 15.37589 2.0 1.3 1.1
S -0.22739 -8.75825 15.76166 -2.8 1.3 -0.7
O 0.95995 -8.27070 15.09620 -0.5 -0.8 0.6
O -1.38024 -7.57569 15.45183 2.9 -1.3 -0.4
C -2.68980 -7.82000 15.84239 -2.8 1.4 -0.7
C -3.66787 -6.83032 15.10210 0.6 0.4 0.7
C 0.04723 -8.54312 17.57491 -1.4 -0.8 -1.8
H -2.77610 -7.52881 16.88922 -0.2 -0.5 0.3
H -3.10893 -8.80072 15.61740 0.8 -0.3 0.3
H -3.78375 -6.88353 14.01959 0.3 -0.7 0.1
H -3.37376 -5.79536 15.27663 0.2 0.0 0.1
H -4.64851 -6.92335 15.56879 -0.1 -0.2 -0.1
H 0.77002 -7.73836 17.70927 0.1 -0.6 0.1
H 0.19022 -9.57730 17.88814 0.8 0.3 0.5
H -0.94864 -8.26204 17.91744 0.1 0.1 0.2
O 0.41357 -5.39343 14.05589 -2.3 1.0 2.3
S -0.47392 -4.54958 14.89795 -0.9 0.8 -0.8
O -1.80581 -4.07941 14.38805 3.5 -1.7 1.5
O -0.61754 -5.13899 16.48659 1.0 0.3 -2.3
C -1.53664 -4.50793 17.38673 -1.0 0.7 0.4
C -1.34176 -5.01647 18.78842 1.3 -1.9 0.2
C 0.55340 -3.11722 15.22030 -0.5 0.3 0.2
H -2.55328 -4.69768 17.04243 0.0 0.1 -0.1
H -1.39529 -3.43116 17.47989 0.2 0.2 -0.7
H -2.03040 -4.64371 19.54665 0.1 0.3 -0.3
H -0.29898 -4.97400 19.10291 0.2 1.3 0.2
H -1.33670 -6.10478 18.84879 -1.1 -0.4 -0.3
H -0.08405 -2.32443 15.61176 0.0 -0.1 0.2
H 0.97101 -2.74043 14.28663 0.0 -0.4 -0.1
H 1.33558 -3.40282 15.92367 -0.1 0.0 -0.2
O 1.89943 -5.85768 11.62828 -0.5 0.8 -2.0
S 1.56699 -5.33129 10.28865 0.5 -0.5 1.1
O 2.15114 -5.98081 9.12864 -1.2 1.0 1.5
O -0.06244 -5.30404 10.13481 2.7 -0.5 -1.2
C -0.83131 -4.44545 10.93107 -1.7 0.5 1.9
C -2.20457 -5.16293 11.18877 1.2 1.2 0.1
C 2.01228 -3.55190 10.37582 0.1 -1.4 -0.8
H -1.00740 -3.45375 10.51441 0.0 -0.2 -1.0
H -0.32958 -4.14876 11.85212 0.2 -0.8 0.4
H -2.83056 -4.87445 10.34437 -0.2 -0.8 0.0
H -2.66446 -4.76663 12.09406 0.1 0.1 0.0
H -2.03258 -6.22496 11.36376 -0.3 0.2 -0.5
H 3.05206 -3.40401 10.08413 0.1 -0.5 0.2
H 1.88142 -3.30297 11.42892 -0.4 0.5 -0.4
H 1.46045 -3.09605 9.55376 -0.5 0.5 0.7
```
Positions in Å, forces in eV/Å.



# 2
DFT (ωB97M-V/def2-TZVPD) results for a molecular structure, C22H58HgN4O6 in a non-equilibrium geometry.

Results
Total charge: 0
E_LUMO in eV: -5.70
Gap between HOMO and LUMO in eV: 1.309

```
91
Properties=species:S:1:pos:R:3:forces:R:3
Hg -0.14232 0.10344 -0.40673 0.0 0.0 0.0
C 3.00041 -5.24705 -3.89131 0.3 0.1 0.4
C 1.49977 -5.11056 -3.97127 -1.4 -1.1 1.7
C 0.79150 -6.47752 -4.12946 -1.0 -1.0 -0.4
O 0.90787 -4.30620 -3.00556 1.1 -1.1 -1.4
H 3.15162 -5.60656 -2.87347 0.6 0.7 0.3
H 3.41724 -4.28668 -4.19472 0.5 -0.1 0.8
H 3.47817 -6.02853 -4.48219 -0.6 0.0 -0.5
H 1.28080 -4.51727 -4.85905 -0.4 0.5 -1.0
H -0.23970 -6.39911 -4.47380 0.0 0.4 0.0
H 0.69652 -7.14756 -3.27498 0.3 0.8 0.9
H 1.23019 -7.21566 -4.80088 0.6 0.7 -0.7
C -0.31282 4.90539 4.89444 -0.2 -0.3 0.5
C 0.13209 5.37788 3.52349 1.1 -1.7 -0.7
C 1.60024 5.93678 3.59558 0.3 -0.6 -0.1
O 0.02560 4.38437 2.53688 0.1 1.9 1.6
H -0.07074 5.58046 5.71528 0.2 0.4 -0.2
H 0.21308 3.97621 5.11390 -0.2 -0.2 0.0
H -1.39171 4.76847 4.96767 0.0 -0.3 -0.3
H -0.54034 6.19021 3.24770 -0.3 0.6 -0.7
H 1.77341 6.73460 4.31779 -0.6 0.2 -0.1
H 2.04461 6.20874 2.63814 -0.4 0.1 -0.1
H 2.21048 5.11265 3.96507 0.0 -0.2 0.0
C 4.79908 5.07589 -4.27918 0.5 -1.1 -0.8
C 4.70300 3.59901 -4.65386 0.5 0.1 0.6
C 5.98178 2.98464 -5.28499 1.0 -0.4 0.0
O 7.06675 2.72246 -4.38853 1.2 0.3 1.5
C 8.43876 2.63311 -4.96211 -3.1 -0.3 -0.6
N 4.31881 2.83030 -3.46798 0.8 -0.8 -0.4
H 5.67763 5.23048 -3.65281 -0.1 0.2 0.1
H 3.87625 5.26982 -3.73248 0.1 0.7 -0.3
H 4.91813 5.56356 -5.24671 -0.2 0.9 0.4
H 3.94125 3.50738 -5.42809 -0.1 -0.1 -0.1
H 6.39689 3.63630 -6.05383 -0.5 0.1 -0.5
H 5.76313 1.98527 -5.66125 -0.5 0.1 -0.7
H 8.34681 1.89979 -5.76328 0.3 0.0 -0.4
H 9.14472 2.19016 -4.25960 -0.3 0.8 0.3
H 8.61777 3.61649 -5.39684 0.8 -0.1 0.3
H 4.06814 3.41525 -2.68370 -0.2 0.3 -0.1
H 5.22380 2.46107 -3.21348 0.0 -0.7 0.8
C -5.24778 -0.29636 3.46311 -0.3 -0.3 0.0
C -4.37002 -1.48942 3.95568 -0.9 0.1 -0.1
C -5.19710 -2.66211 4.55840 0.3 1.0 1.3
O -4.38475 -3.73678 5.05328 0.3 -0.5 -1.4
C -3.62231 -3.49127 6.23639 -1.6 0.9 -0.3
N -3.58095 -2.01495 2.84887 0.0 0.1 -0.2
H -5.86100 -0.51099 2.58791 0.1 -0.6 -0.2
H -4.69185 0.58796 3.15164 0.5 -0.2 0.3
H -5.98891 0.03691 4.18958 0.2 -0.1 0.4
H -3.72040 -1.07512 4.72667 0.2 -0.1 0.0
H -5.94252 -2.96404 3.82267 0.5 -0.8 -0.3
H -5.81979 -2.35236 5.39769 -0.1 0.5 0.3
H -4.37964 -3.27659 6.99036 0.2 -0.2 0.7
H -3.04091 -2.57270 6.15692 0.5 -0.2 -0.1
H -3.03683 -4.37127 6.50270 -0.1 0.2 -0.3
H -3.22061 -2.92089 3.11256 0.5 -0.1 0.4
H -4.25481 -2.29854 2.15202 -0.2 0.3 -0.6
C -3.57042 4.11037 -3.70184 -0.4 0.8 0.0
C -4.77122 3.26720 -3.24198 1.3 -0.1 -2.5
C -5.93847 3.32106 -4.27852 -0.2 0.6 2.5
O -7.11309 2.75982 -3.59804 2.5 0.8 -2.0
C -8.02388 2.38701 -4.58816 -1.9 -2.3 1.8
N -4.24530 1.90533 -3.27453 -0.8 -0.6 1.1
H -3.90797 5.14000 -3.58346 0.8 0.3 0.0
H -3.19693 3.97978 -4.71749 -1.0 -0.2 -0.6
H -2.62236 3.86949 -3.22093 -0.4 0.2 1.1
H -5.09369 3.61842 -2.26179 0.0 -0.4 0.0
H -5.60350 2.70726 -5.11468 -0.4 0.1 -0.2
H -6.25376 4.32095 -4.57669 0.4 0.2 -0.3
H -7.71973 1.73802 -5.40938 1.0 0.8 -0.5
H -8.77881 3.12632 -4.85578 0.3 0.3 -0.2
H -8.48005 1.59648 -3.99229 -1.4 0.0 -0.3
H -5.05025 1.29573 -3.25157 -0.1 -0.5 0.3
H -3.83613 1.73057 -4.18124 0.3 0.2 -0.1
C 2.19967 -2.51500 4.98333 1.2 0.1 0.5
C 2.99786 -3.21680 3.87815 -1.3 0.0 1.2
C 2.38211 -4.59388 3.75389 0.4 -1.1 -1.5
O 3.02093 -5.44097 4.65554 0.4 -2.3 1.6
C 2.52052 -6.83117 4.79164 0.7 1.5 -0.6
N 2.96564 -2.36492 2.68777 0.0 -0.4 0.1
H 2.29336 -3.03841 5.93484 0.0 -0.3 -0.1
H 1.13449 -2.46200 4.75821 0.2 0.4 -0.3
H 2.68412 -1.55698 5.17207 -0.6 0.4 0.0
H 4.03115 -3.42373 4.15668 0.1 0.1 0.5
H 2.67074 -4.93726 2.76047 -0.6 -0.3 -0.6
H 1.31586 -4.72777 3.93631 -0.3 0.8 -0.4
H 1.48837 -6.89635 5.13591 0.0 0.4 0.3
H 3.21652 -7.32998 5.46608 -0.2 0.2 0.1
H 2.54055 -7.39141 3.85686 0.2 0.3 -0.4
H 3.47154 -1.54598 2.99354 -0.2 0.6 -0.1
H 3.59360 -2.75010 1.99683 0.0 -0.3 -0.4
```
Positions in Å, forces in eV/Å.



Calculated energy in order - -221009.4291 -46160.5549 eV
Calculated ΔE to the lowest compared entry with this formula, charge and spin in order - 102.4 224.7 kcal/mol